Entry 1:
36
Properties=species:S:1:pos:R:3:forces:R:3 method="wB97M-V/def2-TZVPD" e_homo_ev=-8.427 homo_lumo_gap_ev=8.47 total_charge=0 energy_ha=-690.53360 e_lumo_ev=0.04
C 1.955505 1.620290 1.984674 -0.072 0.201 -0.483
C 1.311604 1.858001 0.600987 1.694 -1.210 -0.236
N 2.006023 1.211616 -0.519566 0.652 0.064 0.275
C 1.567850 -0.139698 -0.852466 -2.520 0.620 -0.554
C 0.493723 0.022594 -1.967674 -0.008 1.002 -1.183
N -0.913101 0.282537 -1.595704 0.244 0.381 0.276
C -1.338365 1.683028 -1.615564 -0.077 0.224 -0.081
H 2.817796 2.229642 2.257790 -0.274 0.553 -0.263
H 1.130195 1.787868 2.676394 0.441 -0.260 0.659
H 2.392002 0.621650 2.031456 -0.643 -0.262 0.232
H 0.391930 1.282975 0.613552 -0.527 0.787 -0.047
H 1.225509 2.917308 0.374605 -0.573 0.052 0.175
H 3.002508 1.368866 -0.528706 0.012 -0.194 0.112
H 2.312949 -0.875626 -1.119801 0.353 0.240 0.076
H 0.916874 -0.536063 -0.059105 0.757 -0.299 0.453
H 0.495294 -0.692497 -2.797421 0.244 -0.602 0.527
H 0.798560 0.953626 -2.447633 0.126 -0.113 -0.277
H -1.182440 -0.078201 -0.687446 0.259 -0.403 -0.142
H -2.374079 1.804577 -1.935180 -0.205 -0.242 0.064
H -0.775937 2.273515 -2.337536 0.283 -0.104 0.092
H -1.298038 2.156599 -0.637897 0.192 0.200 0.096
H -3.268934 0.544597 -3.011579 -0.477 -0.134 -0.055
H -2.114371 -0.304642 -3.277494 -0.253 -0.466 0.267
O -3.086989 -0.348746 -3.323386 0.336 0.328 -0.255
H -0.368840 -1.785944 2.380981 -0.270 0.110 -0.093
H 0.359075 -3.089505 2.651965 -0.102 -0.125 0.226
O 0.073463 -2.275457 3.080727 0.265 -0.054 -0.214
H -1.709256 -2.824339 0.611823 -0.427 -0.162 -0.414
H -2.649751 -1.694540 0.003654 0.013 -0.443 -0.227
O -1.956453 -1.899176 0.637171 0.425 0.620 0.654
H -2.156057 0.194151 1.947580 0.200 -0.182 0.042
H -0.987717 1.192223 1.699362 -0.039 -0.204 0.215
O -1.941250 1.086711 1.666527 -0.314 0.307 -0.159
H 1.895843 -2.335360 1.441850 0.075 -0.178 0.015
H 2.755394 -1.144576 1.325326 0.291 0.337 -0.022
O 2.721888 -2.055385 1.033457 -0.082 -0.387 0.247

***

Entry 2:
38
Properties=species:S:1:pos:R:3:forces:R:3 method="wB97M-V/def2-TZVPD" e_homo_ev=-9.131 homo_lumo_gap_ev=9.48 total_charge=0 energy_ha=-841.08758 e_lumo_ev=0.35
C -0.806831 1.654695 -0.328203 -0.461 0.113 1.795
N -0.446161 0.682625 0.717457 -0.337 -0.453 0.818
C -1.318826 0.130812 1.620322 1.196 0.380 -1.263
O -2.531170 0.096128 1.523567 -0.559 0.249 0.026
C -0.764351 1.135547 -1.732115 1.979 2.039 -1.484
C 0.665436 0.801723 -2.256538 -0.667 -1.020 0.750
C 1.774762 1.694557 -1.616243 2.032 -2.066 -0.918
N 1.775832 3.119342 -1.572873 0.361 0.883 -0.647
H -0.106640 2.547482 -0.100138 -1.621 -1.246 -0.709
H -1.891703 1.851373 -0.162242 0.835 0.584 0.268
H 0.480311 0.782420 1.148252 -0.295 0.166 -0.445
H -0.772435 -0.395451 2.414902 -0.189 0.282 0.163
H -1.108944 1.987783 -2.332965 0.134 0.263 -0.026
H -1.523906 0.443084 -1.969277 -0.495 -1.426 0.247
H 0.673530 0.686233 -3.362581 0.078 0.631 0.590
H 0.908748 -0.235803 -1.905796 -0.028 0.691 -0.175
H 1.991527 1.260797 -0.606571 -0.293 0.554 -0.622
H 2.735194 1.440227 -2.226005 -1.451 0.275 1.113
H 2.009435 3.536233 -2.461999 -0.028 -0.027 0.015
H 1.029971 3.649766 -1.169658 -0.488 -0.279 0.208
H -2.519440 -2.026795 1.849642 0.236 0.191 -0.160
H -1.039388 -2.546503 1.977781 0.194 -0.141 -0.583
O -1.868324 -2.426171 2.430416 -0.366 -0.749 0.944
H 2.334304 1.790306 2.630032 0.026 -0.276 -0.036
H 2.039261 0.221338 2.487154 0.395 0.139 -0.069
O 1.716973 1.131624 2.298365 -0.020 0.356 0.204
H -1.166729 -2.104377 -0.877542 -0.478 -0.244 -0.310
H -1.379972 -3.589686 -1.395559 -0.121 0.359 0.130
O -0.742767 -2.955827 -1.050801 0.341 0.282 -0.018
H 2.034090 -1.840825 1.625025 -0.156 0.088 1.062
H 2.195341 -1.769698 3.235866 -0.316 -0.544 0.046
O 2.463501 -1.389923 2.403855 0.568 0.638 -0.434
H -3.566669 -0.332945 -0.012882 0.244 0.262 0.256
H -3.778770 0.404897 -1.339890 0.004 -0.297 0.161
O -3.541018 -0.456095 -0.969018 -0.237 -0.048 -0.579
H 2.041410 -3.343037 0.442851 0.446 -0.486 -0.094
H 0.750113 -2.743204 -0.093545 -0.115 -0.310 0.473
O 1.254305 -2.892651 0.736954 -0.348 0.186 -0.696

***

Entry 3:
38
Properties=species:S:1:pos:R:3:forces:R:3 method="wB97M-V/def2-TZVPD" e_homo_ev=-9.367 homo_lumo_gap_ev=9.63 total_charge=0 energy_ha=-841.09824 e_lumo_ev=0.26
O -3.618389 -2.188259 -0.118924 -0.607 -0.003 0.035
C -2.904109 -1.702039 -0.949573 1.765 -1.321 1.757
C -1.367299 -1.808806 -0.833275 -0.177 -0.412 0.596
C -0.955273 -1.457865 0.630488 -0.167 -0.952 0.105
C 0.529726 -1.798747 0.910341 -0.751 1.751 -0.752
C 2.777619 -0.846016 1.003153 -0.866 -0.312 0.060
N 1.320904 -0.543745 0.897188 1.088 -1.495 0.982
N -0.665564 -0.965835 -1.789203 0.627 0.891 2.848
H -3.264466 -1.182205 -1.787908 -0.841 1.025 -1.622
H -1.083903 -2.891637 -0.996434 -0.352 1.027 0.020
H -1.128362 -0.380690 0.834386 0.057 -0.467 -0.132
H -1.591367 -2.045202 1.357210 0.463 0.682 -1.016
H 0.932250 -2.545526 0.242922 0.036 -0.189 -0.714
H 0.579137 -2.253858 1.862177 0.311 -0.211 1.377
H 3.201988 -1.460170 0.174788 -0.374 0.173 0.606
H 2.978873 -1.341917 1.970856 -0.156 0.038 -0.531
H 3.298256 0.081583 1.025924 0.547 0.787 -0.054
H 1.128305 0.019465 0.086235 0.025 0.047 -0.513
H -0.891042 0.027490 -1.631371 0.091 -0.782 -0.440
H -0.842468 -1.214098 -2.702354 -0.590 -0.516 -2.420
H 2.751048 -1.717888 -1.558236 -1.284 -0.683 -1.376
H 1.278595 -1.644929 -2.056047 -0.478 0.381 0.206
O 2.108306 -2.101042 -2.225956 1.655 0.369 1.048
H 1.697706 2.119217 -1.856293 -0.428 -0.316 0.685
H 0.210382 1.856827 -1.442900 0.718 0.071 0.006
O 1.149233 1.789743 -1.115133 0.014 0.375 -0.670
H 0.700434 2.815989 0.537181 0.166 -0.027 -0.083
H 0.521044 2.558535 2.049238 0.015 -0.142 0.183
O 0.239389 3.143216 1.323000 -0.191 0.327 -0.269
H -1.384578 3.003413 0.914816 -0.327 0.050 -0.232
H -2.784550 2.314989 1.107914 0.501 0.681 -0.818
O -2.278260 2.874659 0.472519 -0.159 -0.722 1.086
H 1.042609 0.536643 2.385025 -0.009 0.431 0.164
H 0.314820 0.903018 3.650755 -3.074 -1.585 3.019
O 0.918870 1.243185 3.088272 3.137 0.892 -3.168
H -1.727709 2.607024 -2.560435 0.759 -1.540 1.539
H -1.783784 2.255348 -1.034776 -0.641 0.429 1.051
O -1.408369 1.940132 -1.865571 -0.505 1.247 -2.561

***

Entry 4:
37
Properties=species:S:1:pos:R:3:forces:R:3 method="wB97M-V/def2-TZVPD" spin_multiplicity=2 e_homo_ev="-2.728 / -8.355" homo_lumo_gap_ev="3.15 / 8.59" total_charge=0 energy_ha=-745.16536 e_lumo_ev="0.42 / 0.23"
C 2.640545 1.449762 1.349056 1.620 1.427 -2.343
C 2.043988 1.418224 -0.153721 -0.326 5.054 -0.737
C 0.680560 2.371911 -0.319605 1.654 -2.435 2.490
C -0.456488 1.472829 0.308652 -0.845 1.036 -4.594
N -1.465982 1.332467 -0.871334 2.526 3.326 0.371
C -2.269151 0.321625 -1.084284 -2.481 -3.194 -3.255
N -2.700453 -0.579609 -0.150135 -0.790 1.735 -2.506
N 2.078566 2.468658 2.200798 -0.013 0.871 -0.827
H 2.460706 0.478738 1.751080 0.164 -0.657 0.500
H 3.767772 1.713087 1.295084 -1.584 -1.170 -0.240
H 2.670347 2.050263 -0.878704 0.104 -1.365 1.089
H 1.843063 0.481397 -0.614432 0.043 -0.978 0.080
H 0.533870 2.659194 -1.364579 -0.102 -0.428 0.082
H 0.869310 3.303399 0.251889 -0.258 -0.681 -0.245
H -0.171847 0.471094 0.610223 0.184 0.244 0.162
H -1.056283 2.006806 0.961690 -0.527 0.815 2.125
H -1.285445 2.051619 -1.641591 -0.777 -1.736 1.588
H -2.811256 0.194242 -2.070117 1.090 0.543 1.143
H -3.281299 -1.349476 -0.349294 -0.241 -0.521 -0.444
H -2.342170 -0.494794 0.707471 1.457 -0.159 4.023
H 1.680341 2.039238 2.983073 -0.544 -0.011 1.481
H 2.634933 3.308467 2.401882 -0.366 -1.059 -0.084
H -2.329927 -4.142834 -0.707809 0.110 -0.830 -0.221
H -1.137993 -3.218838 -0.385883 1.358 0.076 -0.208
O -2.072235 -3.266575 -0.463827 -1.472 0.538 0.348
H 0.823120 -1.661156 -1.992729 -0.517 0.022 -0.530
H 1.466511 -3.015537 -1.597408 -0.883 2.407 1.011
O 1.107748 -2.131020 -1.206470 1.698 -3.276 -0.925
H -0.034740 -2.067329 1.548868 0.048 0.520 -0.073
H 0.919869 -1.804105 0.469223 2.806 -2.203 -3.802
O 0.432383 -1.366656 1.068833 -2.914 1.773 4.664
H -1.633898 -0.537649 3.273104 3.434 3.460 3.473
H -1.861100 -1.986078 2.889854 1.401 -3.938 0.933
O -2.078387 -1.125191 2.803898 -4.920 0.460 -4.275
H 0.271170 -1.255932 -4.404618 -0.324 0.109 0.882
H 0.181420 -0.367656 -3.120444 -0.552 -0.224 -0.473
O -0.117567 -1.222587 -3.497695 0.740 0.447 -0.660

***

Entry 5:
36
Properties=species:S:1:pos:R:3:forces:R:3 method="wB97M-V/def2-TZVPD" e_homo_ev=-13.553 homo_lumo_gap_ev=11.14 total_charge=+1 energy_ha=-710.86191 e_lumo_ev=-2.41
C 0.009125 -1.609955 -1.644210 1.956 -0.608 -0.038
O 1.248572 -1.718931 -2.373229 -0.512 0.707 -0.057
C 0.100075 -0.712884 -0.396828 1.253 -0.577 -0.529
C -1.334369 -0.505064 0.020570 -1.277 0.504 1.747
C -1.652454 0.867965 0.603767 0.358 1.141 0.398
C -1.798266 -1.491238 1.120699 0.438 0.433 0.728
N 0.909108 0.505985 -0.890984 -1.374 -0.662 -0.094
H -0.670071 -1.127572 -2.331999 -0.369 -0.197 -0.223
H -0.287549 -2.611844 -1.318764 -0.513 0.338 -0.268
H 1.848038 -2.342550 -1.942947 -0.589 0.153 0.080
H 0.741985 -1.197498 0.361726 -0.516 0.396 -0.178
H -2.029991 -0.751407 -0.784261 0.394 0.441 -0.468
H -1.299092 1.753488 0.068371 0.140 -0.257 -0.448
H -1.280260 0.974883 1.624733 0.355 -0.338 -0.116
H -2.689735 1.100056 0.780906 -0.740 -0.515 -0.395
H -1.361543 -2.476236 1.063646 -0.411 -0.630 -0.620
H -1.494508 -1.198820 2.128839 0.280 0.514 -0.079
H -2.889057 -1.453193 1.180150 0.137 -0.575 -0.300
H 0.955214 1.350405 -0.275979 -0.429 -0.762 -0.322
H 1.864244 0.212798 -1.113679 -0.132 0.025 0.008
H 0.439634 0.684258 -1.783409 0.211 0.898 -0.021
H 1.267371 -3.744927 0.352476 -0.149 0.431 -0.125
H 2.419175 -3.869307 -0.549043 0.333 0.110 -0.186
O 1.730895 -3.229793 -0.329222 0.312 -1.292 0.959
H -1.573842 1.666346 4.410025 -0.397 0.333 -0.750
H -0.163270 1.691236 4.111203 0.243 0.230 -0.577
O -0.996939 1.893526 3.655387 0.293 -0.499 1.393
H 0.185659 2.288154 1.723112 0.144 -0.658 0.174
H 1.332911 3.095298 1.285390 0.474 -0.161 -0.072
O 1.098399 2.161151 1.403215 -0.684 1.100 0.169
H -1.018736 1.185847 -3.930831 -0.060 0.035 -0.257
H -2.195757 1.632738 -3.056223 -0.146 0.038 -0.036
O -1.249187 1.476679 -3.046077 0.379 -0.184 0.347
H 3.951899 2.246373 -0.291353 0.068 0.074 0.599
H 2.702692 1.569619 0.496405 0.842 0.527 0.443
O 3.179614 1.684417 -0.331598 -0.315 -0.515 -0.885

***

Entry 6:
36
Properties=species:S:1:pos:R:3:forces:R:3 method="wB97M-V/def2-TZVPD" e_homo_ev=-8.429 homo_lumo_gap_ev=8.62 total_charge=0 energy_ha=-1054.50953 e_lumo_ev=0.19
C -0.032984 0.466090 1.572641 -0.073 0.892 0.030
C -1.514685 0.737019 1.219414 0.998 0.107 -0.174
C -1.760130 2.199761 0.825375 -0.529 0.246 -0.037
C -2.267849 2.467948 -0.578081 0.084 -0.298 -0.614
S -1.083004 1.982235 -1.870681 -0.323 -0.468 -0.140
C 0.458964 2.835200 -1.576962 0.743 0.318 -0.579
H 0.460364 1.396520 1.874194 -0.175 0.019 0.113
H 0.060377 -0.185136 2.434426 0.140 -0.507 -0.226
H 0.557804 0.158707 0.711114 -0.024 -0.448 0.068
H -2.103298 0.468297 2.089410 -0.282 0.012 -0.036
H -1.778972 0.076935 0.387052 -0.189 0.047 0.048
H -0.862841 2.801745 0.930806 0.287 -0.058 0.194
H -2.468363 2.642531 1.518508 -0.229 0.115 0.194
H -3.096038 1.826302 -0.897639 -0.106 -0.061 0.433
H -2.643755 3.485003 -0.714013 0.341 0.061 0.096
H 1.305928 2.144421 -1.587996 -0.276 -0.187 0.014
H 0.541814 3.389865 -0.662035 -0.326 0.174 0.596
H 0.626048 3.543007 -2.389170 -0.026 0.049 0.026
H 0.343771 -0.902200 -1.282450 0.072 0.240 -0.296
H 1.674078 -1.277810 -1.872978 -0.090 0.021 0.101
O 0.763091 -1.079617 -2.139654 -0.030 -0.204 0.237
H 4.101900 0.043691 0.480884 -0.257 0.170 0.060
H 4.099478 1.040608 -0.641995 -0.040 0.151 0.023
O 4.188575 0.992474 0.314950 0.209 -0.110 -0.060
H 0.984219 -3.763742 1.544897 -0.052 0.025 -0.023
H 0.874961 -3.693650 0.015073 -0.203 0.110 0.111
O 1.488692 -3.572052 0.749640 0.174 -0.164 0.061
H -0.373604 -2.725454 -1.780669 -0.232 0.045 0.203
H -1.804146 -2.555011 -1.285021 0.040 -0.101 -0.002
O -1.005276 -3.066140 -1.115431 0.218 0.044 -0.263
H -2.968563 -2.828714 1.517916 -0.021 -0.046 0.427
H -3.133614 -1.412082 1.127268 -0.026 0.342 0.275
O -3.126199 -1.962289 1.919744 0.042 -0.398 -0.652
H 3.750700 -1.855077 -0.809935 -0.017 -0.051 0.039
H 2.781198 -2.260975 0.312876 -0.384 0.078 -0.268
O 2.961359 -1.558408 -0.341477 0.562 -0.165 0.022

***

Entry 7:
40
Properties=species:S:1:pos:R:3:forces:R:3 method="wB97M-V/def2-TZVPD" e_homo_ev=-13.188 homo_lumo_gap_ev=10.32 total_charge=+1 energy_ha=-916.64490 e_lumo_ev=-2.86
O -1.049201 -1.213943 1.696231 0.863 -2.891 -1.971
C -0.601329 -2.191133 1.042479 -2.594 2.775 2.099
C -0.571833 -2.240166 -0.469344 0.210 -1.727 1.495
C 0.802748 -2.788408 -0.721807 1.032 0.647 -1.875
C 1.871451 -1.691097 -0.481476 2.034 -1.036 -1.117
N 1.318051 0.991822 0.706746 -1.268 0.137 -0.293
C 1.442459 -0.103596 1.391379 0.854 -1.983 2.978
N 1.960601 -1.307900 0.956895 -1.512 3.426 -2.760
H -0.213434 -3.049268 1.646003 -0.114 0.249 -0.767
H -1.252397 -3.041994 -0.828872 -0.173 0.900 0.254
H -0.679606 -1.273118 -0.951160 -0.522 -0.011 0.071
H 1.061720 -3.696196 -0.212051 -0.112 -0.329 0.958
H 0.785426 -3.176923 -1.754341 0.634 0.680 -0.008
H 1.694573 -0.823102 -1.187085 0.208 -0.826 1.110
H 2.894940 -2.149161 -0.764491 -1.482 0.949 0.318
H 1.375908 0.977492 -0.289904 0.399 0.084 -0.544
H 0.622242 1.700636 1.035075 0.905 -0.865 0.211
H 1.134709 -0.063592 2.526350 0.973 0.035 -2.719
H 2.291678 -2.050005 1.517520 -0.231 -0.170 1.380
H -1.583648 1.215907 2.797435 -0.617 0.085 0.459
H -1.435161 1.800024 1.357098 -0.972 0.257 0.167
O -0.965789 1.370989 2.099198 1.458 0.174 -0.053
H -1.795106 2.484591 -0.489562 -2.025 0.238 2.568
H -3.189648 1.839524 -0.083494 1.424 1.379 1.166
O -2.499346 2.478844 0.330058 0.537 -0.888 -3.964
H 0.339031 2.470067 -1.923836 -1.673 1.388 1.906
H -0.207133 3.668968 -0.975634 0.075 -1.047 -0.295
O -0.290827 2.692450 -1.097920 1.844 0.058 -1.423
H -3.933394 0.091468 0.600091 -4.102 0.001 5.183
H -2.488680 0.026434 0.278553 0.049 -0.170 0.424
O -3.382707 0.060459 -0.073240 3.783 -0.586 -5.504
H 1.331832 -2.055925 4.237358 0.136 0.021 -0.652
H 0.020059 -1.543560 3.604808 2.780 -0.832 -1.313
O 1.005430 -1.816851 3.344826 -2.929 0.165 2.991
H 1.713351 -0.342770 -4.001184 -1.547 2.457 -0.882
H 0.806353 0.585558 -5.012261 0.255 -0.607 -0.093
O 1.177466 0.529659 -4.123893 1.285 -2.229 0.714
H -0.069540 2.912235 -3.674653 0.917 1.080 0.315
H 1.204129 2.224415 -3.761994 0.648 0.826 0.396
O 0.875005 3.094299 -3.413093 -1.428 -1.813 -0.927

***

We obtain energy above the lowest of the compared OMol25 structures with the same formula, charge and spin values of 257.90; 157.65; 129.66; 4.73; 96.73; 0.00; 333.56 kJ/mol for the records listed above, in that order.